The following is a quantum chemistry calculation of a cluster of 9 separate species, C81H171N9O9 in total, from the Open Molecules 2025 dataset.

Element x y z (Å)
C  24.2029  17.7657  18.5016
C  22.7295  17.2608  18.5176
C  22.6402  15.9228  17.6331
C  23.2483  14.6351  18.3248
C  22.6435  14.4563  19.7667
C  22.6031  15.7555  20.7038
N  22.2510  17.0222  19.9395
O  22.1934  18.1607  20.6848
C  21.5016  15.5099  21.7085
C  24.0038  15.9178  21.4049
C  21.8329  18.3137  17.8947
H  24.9162  17.0224  18.8578
H  24.3683  18.6571  19.1067
H  24.4569  18.0456  17.4792
H  21.6456  15.5472  17.3926
H  23.1529  16.1464  16.6976
H  24.3272  14.7755  18.2591
H  23.0627  13.7108  17.7777
H  23.2939  13.7382  20.2662
H  21.6125  14.1148  19.6751
H  21.6302  14.6134  22.3149
H  21.4633  16.4111  22.3204
H  20.6027  15.3488  21.1134
H  24.0605  15.1071  22.1313
H  24.8626  15.8240  20.7402
H  24.0728  16.9107  21.8492
H  22.1234  19.3490  18.0730
H  20.7506  18.2009  17.9578
H  22.2116  18.2944  16.8728
H  23.0876  18.1031  21.0293
C  22.8434  20.5717  12.1685
C  22.5877  19.0560  12.2469
C  21.5692  18.7560  11.0893
C  21.3437  17.3084  10.7837
C  22.6675  16.4761  10.7513
C  23.6659  16.6865  11.8741
N  23.7646  18.1523  12.0836
O  24.8575  18.4446  12.9096
C  23.2364  15.8584  13.1312
C  25.0010  16.1032  11.3529
C  21.8965  18.7967  13.5986
H  21.8976  21.1134  12.1664
H  23.2938  20.7201  11.1870
H  23.3581  21.0053  13.0259
H  20.6280  19.2316  11.3651
H  21.7784  19.3060  10.1718
H  20.8616  17.1076  9.8270
H  20.6612  16.8319  11.4875
H  23.2076  16.6187  9.8153
H  22.3815  15.4243  10.7512
H  22.2369  15.9954  13.5440
H  23.2569  14.8037  12.8566
H  24.0318  16.0058  13.8618
H  24.8943  15.0670  11.0321
H  25.3570  16.7620  10.5609
H  25.8661  16.1537  12.0142
H  21.2905  17.9064  13.4304
H  21.3410  19.6438  14.0011
H  22.6761  18.5609  14.3230
H  25.4267  19.0272  12.4015
C  12.4776  16.5890  19.7138
C  12.6265  18.1453  19.9387
C  14.1453  18.4408  20.1212
C  14.5484  19.9934  20.0048
C  13.9397  20.6012  18.6622
C  12.3711  20.2911  18.4337
N  12.0666  18.8708  18.7194
O  10.6850  18.7330  18.5738
C  11.6351  21.3383  19.4274
C  12.0706  20.5357  16.9525
C  12.0047  18.6203  21.2899
H  12.9378  15.9987  20.5062
H  13.0310  16.2045  18.8571
H  11.4092  16.3766  19.6739
H  14.6157  17.8702  20.9219
H  14.6599  17.9637  19.2872
H  15.6373  20.0125  20.0519
H  14.3278  20.5718  20.9020
H  14.4412  20.2076  17.7780
H  14.0601  21.6845  18.6630
H  11.7357  22.3715  19.0950
H  10.5612  21.3195  19.2418
H  11.9085  21.1826  20.4710
H  12.9140  20.0895  16.4254
H  11.1072  20.1245  16.6510
H  12.1644  21.5832  16.6661
H  10.9450  18.8484  21.1761
H  12.4289  19.5615  21.6398
H  12.1606  17.8544  22.0496
H  10.5844  17.8272  18.2721
C  11.3690  15.7427  14.0781
C  12.0671  17.1326  14.4080
C  13.2016  17.4352  13.3632
C  12.5782  17.8128  12.0027
C  11.6840  19.0783  12.1032
C  10.5829  18.9142  13.2127
N  11.0851  18.2650  14.4208
O  10.2233  18.0793  15.4194
C  10.2334  20.3494  13.6005
C  9.2862  18.2151  12.6657
C  12.8482  16.9310  15.7079
H  10.5310  15.5167  14.7373
H  12.0104  14.8714  14.2106
H  10.8719  15.7789  13.1087
H  13.8120  18.3032  13.6127
H  13.8750  16.5823  13.2781
H  12.0784  16.9474  11.5675
H  13.3725  17.9858  11.2766
H  11.1511  19.2401  11.1662
H  12.4271  19.8387  12.3433
H  10.0449  21.0164  12.7592
H  9.3582  20.5216  14.2271
H  11.0583  20.9657  13.9580
H  8.6220  18.9063  12.1468
H  9.5896  17.3631  12.0574
H  8.7731  17.8235  13.5440
H  12.1732  16.7503  16.5444
H  13.4289  17.7901  16.0438
H  13.5370  16.0884  15.6468
H  10.7096  18.5469  16.1024
C  15.9302  20.5250  9.7167
C  16.5945  21.1856  10.8937
C  16.9925  22.5447  10.4047
C  17.2974  23.5927  11.4949
C  16.0766  23.7872  12.3886
C  15.5417  22.4274  13.0457
N  15.5267  21.3848  11.9303
O  14.9874  20.1524  12.2982
C  16.5791  22.0234  14.1254
C  14.0821  22.6294  13.6342
C  17.7754  20.3733  11.4304
H  15.1117  21.1360  9.3361
H  15.5343  19.5360  9.9474
H  16.6219  20.3694  8.8888
H  17.8635  22.6038  9.7520
H  16.2311  22.9298  9.7265
H  17.5728  24.5512  11.0549
H  18.1614  23.3079  12.0952
H  15.2835  24.2430  11.7959
H  16.3252  24.4352  13.2291
H  16.6610  22.6987  14.9770
H  16.5231  21.0368  14.5855
H  17.5541  22.2275  13.6829
H  13.3085  22.9142  12.9210
H  13.7713  21.7296  14.1650
H  14.1362  23.5114  14.2723
H  17.3108  19.4796  11.8470
H  18.4853  20.8894  12.0768
H  18.3560  20.0362  10.5717
H  14.0923  20.4992  12.2828
C  15.9738  10.1584  24.5604
C  16.3336  11.7109  24.5804
C  17.8394  11.7766  24.0507
C  18.2659  13.2637  23.6105
C  17.2004  13.9508  22.6870
C  15.6652  13.7500  23.0997
N  15.4107  12.3469  23.6233
O  14.0835  12.1548  23.8992
C  15.3612  14.7959  24.1557
C  14.7873  13.9689  21.7783
C  16.3635  12.2818  26.0303
H  16.8209  9.5143  24.7964
H  15.8226  9.8924  23.5142
H  15.0480  9.9710  25.1043
H  18.5664  11.4927  24.8116
H  17.9970  11.1463  23.1755
H  19.1978  13.2951  23.0460
H  18.4603  13.6730  24.6018
H  17.3539  13.4952  21.7087
H  17.4458  15.0112  22.6288
H  16.0207  14.9934  25.0008
H  15.2715  15.8064  23.7568
H  14.3243  14.6430  24.4549
H  14.9532  13.3059  20.9292
H  13.7323  13.6980  21.8198
H  14.9150  14.9668  21.3587
H  15.3765  12.2441  26.4913
H  16.7609  13.2935  26.1112
H  17.0614  11.7371  26.6663
H  13.9240  11.3522  23.3973
C  16.0264  12.0300  14.6916
C  15.1244  12.3068  13.4427
C  15.9040  11.9801  12.1227
C  15.9405  10.4959  11.6318
C  14.5060  10.0082  11.5920
C  13.6232  10.2394  12.9210
N  13.7643  11.6283  13.4840
O  12.9924  11.9134  14.6545
C  12.0909  10.0781  12.6042
C  14.0457  9.1762  13.9151
C  14.9786  13.8698  13.2160
H  16.1802  10.9576  14.8119
H  15.5184  12.3690  15.5944
H  16.9893  12.5328  14.6020
H  15.4682  12.5720  11.3178
H  16.9329  12.3374  12.1653
H  16.5365  9.9311  12.3487
H  16.3734  10.3727  10.6391
H  14.5178  8.9671  11.2696
H  13.9985  10.4943  10.7588
H  11.7102  10.8533  11.9392
H  11.8974  9.1563  12.0556
H  11.4805  10.0620  13.5071
H  14.0755  8.1837  13.4655
H  14.9791  9.2677  14.4706
H  13.3749  9.2658  14.7696
H  14.3953  14.3307  14.0132
H  14.4170  14.2599  12.3671
H  15.9547  14.3381  13.0894
H  13.2273  11.2268  15.2830
C  17.7401  21.7811  19.5979
C  19.1653  21.8761  20.0100
C  19.4701  23.2034  20.6043
C  18.9663  23.3183  22.0373
C  19.6148  22.2653  22.8219
C  19.1632  20.8403  22.3358
N  19.5252  20.6955  20.9159
O  19.4807  19.4278  20.3655
C  20.0491  19.9320  23.2082
C  17.6920  20.4687  22.7806
C  20.1186  21.7144  18.7862
H  17.1259  21.8574  20.4951
H  17.6221  20.9053  18.9598
H  17.4771  22.5808  18.9055
H  20.5289  23.4618  20.6214
H  19.0635  24.0344  20.0280
H  17.8773  23.3271  21.9897
H  19.2643  24.2592  22.4997
H  19.3303  22.5048  23.8465
H  20.6989  22.3765  22.8018
H  19.7685  18.9103  23.4639
H  21.0197  19.7332  22.7538
H  20.1689  20.2543  24.2425
H  16.9131  21.2297  22.7322
H  17.3896  19.6857  22.0852
H  17.7270  20.1772  23.8303
H  21.0791  21.3073  19.1022
H  20.2012  22.6788  18.2850
H  19.7968  20.9899  18.0380
H  20.3692  19.0749  20.2786
C  16.3163  15.6326  17.7608
C  17.7707  16.1525  17.9173
C  18.6846  15.1079  17.2173
C  18.7511  15.3102  15.7398
C  19.2124  16.7282  15.3881
C  18.2600  17.8353  15.9955
N  17.9825  17.4979  17.4245
O  17.1616  18.4824  18.1129
C  18.9449  19.1365  15.7850
C  16.9582  17.8668  15.1066
C  18.2252  16.1310  19.3614
H  16.2079  15.2650  16.7404
H  15.5595  16.4012  17.9181
H  16.1902  14.8770  18.5362
H  19.6451  14.9645  17.7122
H  18.2777  14.1088  17.3731
H  17.7968  15.0296  15.2941
H  19.5669  14.6692  15.4056
H  19.2870  16.7823  14.3020
H  20.2171  16.7835  15.8071
H  20.0170  19.0713  15.9703
H  18.6765  19.5978  14.8346
H  18.6206  19.8468  16.5456
H  16.9652  18.3155  14.1132
H  16.5013  16.8822  15.0072
H  16.2701  18.4736  15.6951
H  18.1806  15.2164  19.9526
H  17.5335  16.7620  19.9195
H  19.1825  16.6127  19.5605
H  17.7773  18.7648  18.7931

Results
LUMO level: 0.43 eV
HOMO: -7.6 eV
SMILES: CC1(C)CCCC(C)(C)N1O.CC1(C)CCCC(C)(C)N1O.CC1(C)CCCC(C)(C)N1O.CC1(C)CCCC(C)(C)N1O.CC1(C)CCCC(C)(C)N1O.CC1(C)CCCC(C)(C)N1O.CC1(C)CCCC(C)(C)N1O.CC1(C)CCCC(C)(C)N1O.CC1(C)CCCC(C)(C)N1O
net charge: 0
frontier orbital gap: 8.0 eV
energy: -118592.1993 eV